# 1
111
Properties=species:S:1:pos:R:3:forces:R:3 method="wB97M-V/def2-TZVPD" charge=-1
C 4.3351 -4.6504 4.3051 -0.1 0.1 0.1
C 3.5671 -5.9273 3.9143 -0.1 0.1 -0.4
B 2.6227 -5.5181 2.7202 0.1 -0.3 0.3
O 2.9927 -5.7957 1.4174 -0.6 -0.1 -0.1
C 1.3063 -4.7150 3.0152 0.2 0.5 0.3
O 1.0364 -4.6004 4.4056 -0.1 0.4 -0.3
B -0.3008 -3.9297 4.4312 -0.5 -1.0 0.5
C -0.2627 -2.2846 4.6579 0.2 0.3 -0.1
C -0.6532 -1.9834 6.0437 0.4 -0.1 0.5
O -0.0255 -2.2643 7.0354 -0.2 0.1 -0.3
O -1.8796 -1.3297 6.1782 -0.4 -0.2 -0.3
O -0.9195 -4.2780 3.0931 0.3 0.2 0.1
C -0.0387 -5.1829 2.4562 -0.5 -0.1 -0.2
C -0.3557 -6.6209 2.9436 0.4 -0.1 0.2
C -1.7857 -6.8603 3.4120 -0.3 -0.2 -0.2
C -2.9133 -6.6183 2.3881 -0.2 0.0 0.1
C -3.7714 -5.4082 2.7131 -0.3 -0.1 -0.3
O -5.0023 -5.4860 1.9543 0.1 0.0 0.0
C -0.1430 -5.0824 0.9157 0.0 0.4 0.0
C -0.7676 -3.7730 0.4102 0.5 -0.3 -0.5
C 0.2623 -2.6402 0.2353 0.1 -0.1 0.2
S 0.5526 -2.3188 -1.5295 -0.3 0.1 -0.1
C 0.6943 -0.5747 -1.6246 0.2 0.2 0.3
S 1.1904 0.3382 -0.3742 -0.2 0.1 -0.2
N 0.3666 0.0030 -2.8921 0.0 -0.5 -0.4
C -1.0737 -0.1260 -3.1932 -0.1 0.1 0.2
C -1.8878 0.8833 -2.3921 0.7 -0.1 0.0
C 1.1997 -0.5617 -3.9745 0.1 0.3 0.1
C 2.6591 -0.1744 -3.7906 -0.1 0.2 0.1
H 3.6399 -3.8289 4.4904 0.0 -0.1 0.0
H 5.0105 -4.3378 3.5043 0.0 0.0 0.0
H 4.9227 -4.7863 5.2141 0.0 0.0 0.0
H 2.9628 -6.2597 4.7577 0.1 -0.1 0.1
H 4.2851 -6.6943 3.6025 0.0 -0.2 0.2
H 3.5261 -6.5914 1.3566 0.4 0.2 0.1
H 1.4122 -3.6749 2.6455 0.2 -0.1 -0.4
H -0.9761 -4.4543 5.3459 0.1 0.2 -0.1
H 0.7525 -1.8902 4.5398 0.1 -0.2 -0.2
H -0.9361 -1.8058 3.9485 0.0 0.1 0.0
H -2.4883 -1.9668 6.5703 0.0 0.1 0.3
H -0.0769 -7.3612 2.1822 -0.1 0.1 -0.1
H 0.2906 -6.8224 3.8040 0.0 0.0 0.0
H -1.8520 -7.9032 3.7395 0.1 0.0 0.0
H -1.9803 -6.2565 4.2993 0.1 0.1 0.0
H -2.5422 -6.5229 1.3665 0.1 0.0 0.0
H -3.5971 -7.4731 2.3795 0.0 0.0 0.0
H -3.2504 -4.4851 2.4705 0.1 0.0 0.2
H -4.0293 -5.4156 3.7751 0.1 0.1 0.0
H -5.1500 -4.6284 1.5510 0.0 0.0 0.0
H -0.6934 -5.9320 0.5087 -0.1 0.0 0.1
H 0.8607 -5.1551 0.4878 0.0 -0.2 0.0
H -1.5453 -3.4402 1.0913 -0.1 0.0 0.0
H -1.1912 -3.9839 -0.5758 -0.3 0.1 0.1
H -0.0633 -1.6999 0.6726 0.0 0.0 0.0
H 1.2174 -2.9040 0.6849 0.0 0.1 0.0
H -1.4188 -1.1441 -2.9812 -0.1 0.0 -0.1
H -1.1996 0.0589 -4.2609 0.1 0.0 0.0
H -2.9124 0.9446 -2.7525 -0.1 0.0 0.1
H -1.8541 0.6174 -1.3354 -0.3 0.0 0.0
H -1.3893 1.8494 -2.4884 -0.2 0.1 0.0
H 1.0850 -1.6504 -4.0444 0.0 0.0 -0.2
H 0.8320 -0.1074 -4.8955 -0.1 -0.1 0.0
H 3.1129 -0.6977 -2.9490 0.1 -0.1 -0.1
H 3.2322 -0.3576 -4.6990 0.0 -0.2 0.0
H 2.7038 0.8951 -3.5764 0.0 0.0 0.0
C 2.2576 1.8638 2.6684 -0.1 0.0 0.0
O 1.9281 3.2347 2.5768 0.2 0.1 0.1
C 1.5365 3.7852 3.8186 -0.1 -0.1 -0.2
C 1.7938 5.2732 3.8553 -0.1 0.0 0.1
O 3.1550 5.6270 4.0534 0.0 0.1 0.0
C 4.0369 5.4781 2.9554 0.1 -0.1 0.0
C 3.8825 6.5326 1.8833 0.0 0.0 -0.1
O 2.7667 6.2633 1.0562 -0.1 0.0 0.2
C 2.2776 7.4110 0.4096 0.0 -0.1 -0.1
H 1.3912 1.2620 2.9629 0.0 0.0 0.0
H 2.5882 1.5382 1.6853 0.0 0.0 0.0
H 3.0686 1.7039 3.3891 0.0 0.0 0.0
H 2.0812 3.3053 4.6407 0.0 0.0 0.0
H 0.4614 3.6117 3.9668 0.0 0.0 0.1
H 1.2738 5.6723 4.7290 0.0 0.0 0.0
H 1.3818 5.7577 2.9674 0.0 -0.1 -0.1
H 3.9730 4.4776 2.5224 -0.1 0.0 -0.1
H 5.0349 5.5987 3.3833 0.0 0.0 0.0
H 4.7917 6.5408 1.2644 0.0 0.1 0.1
H 3.7752 7.5154 2.3601 0.0 0.0 0.0
H 1.9823 8.1801 1.1344 0.0 0.0 0.0
H 1.4013 7.1137 -0.1631 0.0 0.0 0.0
H 3.0223 7.8368 -0.2750 0.0 0.0 0.0
C -4.7822 5.9555 -4.4208 0.0 0.1 0.0
O -3.6554 5.8446 -5.2580 0.0 -0.2 0.0
C -2.4622 5.5896 -4.5364 -0.1 0.2 -0.1
C -1.4469 4.8676 -5.3904 0.1 0.0 0.0
O -1.7067 3.4848 -5.5571 0.0 -0.1 0.0
C -2.7581 3.1031 -6.4253 -0.1 -0.1 0.1
C -2.4504 3.2786 -7.8943 -0.1 0.1 -0.1
O -2.5836 4.6323 -8.2901 0.2 0.0 0.1
C -1.8387 4.9334 -9.4448 -0.1 0.0 0.0
H -4.6959 6.8118 -3.7413 0.0 0.0 0.0
H -5.6507 6.1016 -5.0604 0.0 0.0 0.0
H -4.9271 5.0449 -3.8278 0.0 0.0 0.0
H -2.6748 4.9840 -3.6476 0.0 0.0 0.0
H -2.0305 6.5468 -4.2119 0.0 0.0 0.1
H -0.4942 4.9067 -4.8581 0.0 0.0 0.0
H -1.3154 5.3709 -6.3511 -0.1 0.0 0.0
H -3.6952 3.6001 -6.1647 0.0 0.1 -0.1
H -2.8862 2.0328 -6.2484 0.0 0.0 0.0
H -3.1530 2.6661 -8.4771 0.1 -0.1 0.0
H -1.4312 2.9235 -8.0905 0.0 0.0 0.0
H -0.7722 4.7267 -9.2942 0.0 0.0 0.0
H -1.9647 5.9952 -9.6474 0.0 0.0 0.0
H -2.1911 4.3617 -10.3122 0.0 0.0 0.0

=====

# 2
57
Properties=species:S:1:pos:R:3:forces:R:3 method="wB97M-V/def2-TZVPD" e_above_lowest_kcal_mol=0.8 smiles="CCCCC[C@H](O)/C=C/[C@@H]1[C@H]2C/C(=C/CCCC(=O)O)O[C@H]2C[C@H]1O"
C 5.9624 -0.8353 -3.7506 -0.1 0.1 0.2
C 4.9803 -1.0317 -2.6023 0.0 -0.2 -0.3
C 4.1722 -2.3178 -2.7587 0.0 0.3 0.4
C 3.1880 -2.5192 -1.6094 0.0 -0.3 -0.3
C 2.3815 -3.8027 -1.7707 -0.2 0.0 0.5
C 1.3866 -4.0175 -0.6227 0.3 0.3 -0.1
O 0.8398 -5.3152 -0.7883 -0.1 -0.2 -0.1
C 0.3137 -2.9669 -0.6464 0.2 -0.3 0.2
C 0.2151 -1.9757 0.2238 -0.3 0.1 -0.1
C -0.8286 -0.9071 0.1721 -0.1 0.0 0.2
C -0.1847 0.4834 -0.0148 0.0 0.0 -0.1
C -1.0627 1.4715 -0.7888 0.1 0.1 0.1
C -1.4898 2.4808 0.2427 -0.2 0.2 -0.4
C -2.3958 3.4377 0.0767 0.2 0.1 0.3
C -2.8141 4.3955 1.1495 -0.1 0.0 -0.1
C -4.3002 4.2401 1.4925 0.2 -0.1 0.1
C -4.6205 2.8243 1.9742 -0.1 0.3 0.0
C -3.9504 2.4720 3.2718 0.0 -0.4 -0.2
O -3.4928 1.3844 3.5354 0.1 -0.2 0.1
O -3.9375 3.4674 4.1565 -0.1 0.6 0.3
O -0.8024 2.3140 1.4083 -0.3 0.4 -0.2
C -0.0722 1.1019 1.3989 0.5 -0.6 0.3
C -0.6864 0.0832 2.3699 -0.2 0.2 -0.3
C -1.5936 -0.7954 1.5049 0.4 -0.6 0.2
O -2.8444 -0.2098 1.2491 -0.2 0.4 -0.1
H 6.5267 0.0852 -3.6199 0.1 0.1 -0.1
H 5.4334 -0.7821 -4.6997 0.0 0.0 -0.1
H 6.6645 -1.6648 -3.7974 0.1 -0.1 -0.1
H 5.5283 -1.0630 -1.6578 0.0 0.0 0.1
H 4.2971 -0.1802 -2.5593 0.0 0.0 0.1
H 3.6230 -2.2855 -3.7023 0.0 -0.1 -0.1
H 4.8550 -3.1692 -2.8031 0.0 -0.1 -0.1
H 3.7370 -2.5534 -0.6651 0.0 0.1 0.1
H 2.5045 -1.6680 -1.5627 0.0 0.1 0.1
H 1.8253 -3.7825 -2.7093 0.0 0.0 -0.1
H 3.0475 -4.6665 -1.7976 0.0 -0.1 0.0
H 1.9306 -3.9652 0.3359 0.0 0.1 -0.2
H 0.1206 -5.4301 -0.1582 0.0 0.0 0.0
H -0.3986 -3.0681 -1.4546 -0.2 0.1 -0.2
H 0.9404 -1.8879 1.0227 0.2 -0.1 0.2
H -1.5344 -1.1240 -0.6315 0.0 0.0 0.0
H 0.7955 0.3803 -0.4838 -0.1 0.0 0.0
H -1.9342 0.9865 -1.2257 0.0 0.0 0.0
H -0.5058 1.9621 -1.5897 0.0 0.0 0.0
H -2.8853 3.5266 -0.8806 0.0 -0.1 -0.2
H -2.2071 4.2175 2.0373 0.0 0.1 0.1
H -2.6398 5.4232 0.8180 0.0 0.0 0.1
H -4.8982 4.4450 0.6025 -0.1 0.0 0.0
H -4.5748 4.9607 2.2638 -0.1 0.0 -0.1
H -5.6972 2.7266 2.1401 0.0 -0.1 0.0
H -4.3194 2.0888 1.2263 0.0 0.0 0.1
H -3.5037 3.1887 4.9784 0.0 -0.2 -0.2
H 0.9584 1.3476 1.6809 -0.1 0.0 -0.1
H 0.0929 -0.5199 2.8338 0.1 -0.1 0.0
H -1.2511 0.5911 3.1508 0.1 0.0 0.1
H -1.7371 -1.7878 1.9638 0.1 0.1 -0.1
H -3.1573 0.2062 2.0703 0.0 0.0 -0.1

=====

Number 1: E -2985.22263 a.u., HOMO-LUMO gap 6.9 eV. Number 2: E -1157.49600 a.u., HOMO-LUMO gap 8.8 eV.